Entry 1:
The ion C3H7N4S with charge +1 in a non-equilibrium geometry. Source: OMol25; level of theory: ωB97M-V/def2-TZVPD.

The value obtained for the HOMO energy (spin up / spin down) is -9.619 / -13.905 eV. The max |F| is 3.369 eV/Å. The value obtained for the orbital gap (spin up / spin down) is 5.558 / 7.441 eV. The charge is +1. As for the spin multiplicity: 3. As for the energy above the lowest of the compared OMol25 structures with the same formula, charge and spin: 19.0 kcal per mole. Its expectation value of S² is 2.03. The value obtained for the calculated total energy is -20008.435 eV.

Cartesian coordinates (Å):
C1 -1.65 0.06 -0.45
C2 0.00 1.37 0.59
C3 1.28 -0.80 0.40
N1 -1.22 1.03 0.40
N2 -3.04 0.21 -0.83
N3 1.15 0.56 0.32
N4 2.38 -1.28 -0.18
S1 -2.94 -0.89 0.48
H1 -1.05 -0.45 -1.15
H2 0.19 2.28 1.17
H3 0.49 -1.34 0.83
H4 -3.48 1.19 -0.59
H5 2.06 0.94 -0.08
H6 2.78 -2.21 -0.14
H7 3.05 -0.66 -0.77

=====

Entry 2:
An isolated molecule of C3H7N5 in a non-equilibrium geometry. Source: OMol25; level of theory: ωB97M-V/def2-TZVPD.

The value obtained for the HOMO energy is -7.897 eV. The max |F| is 4.453 eV/Å. The value obtained for the orbital gap is 8.477 eV. As for the energy above the lowest of the compared OMol25 structures with the same formula, charge and spin: 58.6 kcal per mole. The value obtained for the calculated total energy is -10672.461 eV. Its SMILES is [H]/N=c1\ncn(NC)[nH]1.

Cartesian coordinates (Å):
C1 2.81 -0.12 0.61
C2 0.01 1.22 -0.18
C3 -1.63 -0.13 0.13
H1 3.68 -0.82 0.49
H2 2.35 -0.42 1.54
H3 3.15 0.92 0.67
H4 2.15 -0.08 -1.40
H5 0.59 2.04 -0.21
H6 -3.46 0.01 0.51
H7 -0.41 -1.66 -0.74
N1 1.84 -0.42 -0.49
N2 0.53 -0.02 -0.32
N3 -1.28 1.17 0.06
N4 -2.79 -0.66 0.21
N5 -0.48 -0.91 -0.06

=====

Entry 3:
An isolated molecule of C3H7N5O in a non-equilibrium geometry. Source: OMol25; level of theory: ωB97M-V/def2-TZVPD.

The value obtained for the HOMO energy is -8.929 eV. The max |F| is 2.660 eV/Å. The value obtained for the orbital gap is 9.282 eV. As for the energy above the lowest of the compared OMol25 structures with the same formula, charge and spin: 96.8 kcal per mole. The value obtained for the calculated total energy is -12718.449 eV.

Cartesian coordinates (Å):
C1 1.72 1.19 -1.20
N1 0.54 1.03 -0.35
N2 -0.24 -1.61 1.81
N3 -1.26 -1.24 -0.27
C2 0.38 -0.03 0.39
C3 -1.45 -1.87 0.89
N4 -0.61 1.75 -0.80
N5 0.44 -0.51 1.53
O1 -2.43 -2.30 1.44
H1 -0.30 -1.84 2.80
H2 -0.53 -1.59 -0.88
H3 -1.29 1.07 -1.14
H4 -1.01 2.24 0.00
H5 2.56 0.69 -0.72
H6 1.93 2.25 -1.31
H7 1.54 0.75 -2.18

=====

Entry 4:
A structure of composition C3H7NO. Source: OMol25; level of theory: ωB97M-V/def2-TZVPD.

The value obtained for the HOMO energy (spin up / spin down) is -6.913 / -7.253 eV. The max |F| is 0.393 eV/Å. The value obtained for the orbital gap (spin up / spin down) is 7.252 / 7.807 eV. As for the energy above the lowest of the compared OMol25 structures with the same formula, charge and spin: 112.0 kcal per mole. The value obtained for the calculated total energy is -6757.896 eV.

Cartesian coordinates (Å):
C1 1.79 -0.65 0.53
N1 0.59 -0.15 0.69
C2 -0.44 -0.26 -0.24
O1 0.01 -0.84 -1.45
C3 -1.34 0.94 -0.33
H1 -0.74 -1.37 -0.59
H2 2.50 -0.60 1.34
H3 1.99 -1.13 -0.42
H4 0.37 0.31 1.57
H5 -2.25 0.69 -0.88
H6 -0.84 1.75 -0.88
H7 -1.63 1.31 0.66

=====

Entry 5:
An isolated molecule of C3H7NO in a non-equilibrium geometry. Source: OMol25; level of theory: ωB97M-V/def2-TZVPD.

The value obtained for the HOMO energy is -9.701 eV. The max |F| is 6.544 eV/Å. The value obtained for the orbital gap is 10.547 eV. As for the energy above the lowest of the compared OMol25 structures with the same formula, charge and spin: 120.9 kcal per mole. The value obtained for the calculated total energy is -6757.508 eV. Its SMILES is C/C=N/OC.

Cartesian coordinates (Å):
C1 -2.07 0.34 -0.04
C2 0.70 -0.29 0.02
C3 2.13 -0.09 0.08
H1 -2.03 1.04 0.94
H2 -1.55 0.61 -1.00
H3 -3.29 0.40 -0.26
H4 0.08 0.66 0.25
H5 2.54 -0.79 -0.78
H6 2.54 0.94 -0.33
H7 2.65 -0.46 1.07
N1 -0.12 -1.29 -0.15
O1 -1.57 -1.09 0.20

=====

Entry 6:
A cluster of 2 separate species, C3H7NO in total in a non-equilibrium geometry. Source: OMol25; level of theory: ωB97M-V/def2-TZVPD.

The value obtained for the HOMO energy is -9.197 eV. The max |F| is 5.447 eV/Å. The value obtained for the orbital gap is 9.736 eV. As for the energy above the lowest of the compared OMol25 structures with the same formula, charge and spin: 97.6 kcal per mole. The value obtained for the calculated total energy is -6758.519 eV. Its SMILES is C=CO.C=N.

Cartesian coordinates (Å):
C1 -1.24 -0.11 -1.70
N1 -1.76 0.27 -2.80
H1 -1.96 0.25 -0.96
H2 -0.27 -0.39 -1.67
H3 -1.25 -0.41 -3.48
C2 0.64 0.93 2.29
C3 1.14 0.16 1.28
O1 0.98 -1.13 0.99
H4 0.95 2.09 2.24
H5 0.21 0.66 3.16
H6 1.83 0.66 0.67
H7 1.72 -1.58 0.55